No. 1
Entry from the OMol25 dataset: a molecular structure, C32H80F6NO34PtS12 (ωB97M-V/def2-TZVPD).

## Properties
- HOMO energy (spin up / spin down): -11.954 / -11.954 eV
- <S²>: 2.00
- Total charge: +1
- Frontier orbital gap (spin up / spin down): 7.477 / 5.565 eV
- Energy relative to the best compared isomer or geometry (same formula, charge and spin): 0.0000 eV
- Spin multiplicity: 3

CARTESIAN COORDINATES (ANGSTROEM)
1 C 0.41 1.45 -1.68
2 H -6.21 -1.75 0.85
3 H 3.84 2.56 -2.72
4 C -5.76 -1.60 4.32
5 H -1.17 4.61 8.00
6 H 2.23 -4.11 0.64
7 O -1.86 0.26 0.93
8 H 0.48 0.91 6.95
9 H -1.46 -0.78 -7.45
10 H -2.69 4.92 7.13
11 H -3.12 2.65 2.39
12 O -2.90 0.70 -3.56
13 H 5.13 3.39 -1.91
14 O 4.48 -0.19 -3.12
15 H 1.71 3.73 1.35
16 H 7.14 1.99 0.41
17 O 3.25 3.65 -0.96
18 C 4.06 3.45 -2.14
19 O -1.99 2.02 8.44
20 H -0.33 1.55 -7.87
21 C 0.10 2.49 -7.51
22 O -2.62 -1.05 -1.72
23 H 2.18 -3.10 -3.45
24 H 2.89 2.30 1.31
25 F 0.47 2.44 -0.70
26 H -3.32 2.91 -5.74
27 O -4.76 -0.80 -3.12
28 C 2.79 -3.28 1.05
29 H -2.24 -1.84 6.21
30 H -5.00 -1.75 -0.52
31 C -0.17 -2.66 6.41
32 C -0.41 -1.59 2.31
33 H 2.30 1.89 5.22
34 H 2.82 -2.45 0.34
35 O 0.30 -1.94 -4.90
36 O 5.69 -0.72 -0.90
37 O 0.77 3.01 -8.60
38 N -0.12 -1.05 -0.52
39 H 6.51 -3.09 -2.33
40 C 3.49 -6.06 2.54
41 O -0.58 -4.31 -5.36
42 H 7.24 0.35 -1.82
43 C -0.66 -1.09 -5.37
44 H 6.35 0.59 1.13
45 H 1.03 2.65 4.47
46 O 1.99 -3.70 4.57
47 S 0.37 4.62 -8.95
48 H 2.27 -3.94 8.05
49 H 4.42 5.51 -2.64
50 S -2.21 2.58 7.11
51 O 2.19 -0.08 -0.09
52 H 0.64 2.71 6.93
53 C -2.73 2.15 -5.25
54 H 3.81 -6.65 4.46
55 O 3.58 5.60 0.57
56 H 1.11 5.64 -11.04
57 Pt -1.33 -2.76 -1.03
58 H 2.05 -4.27 -4.82
59 H -4.60 1.65 -4.26
60 O -5.41 2.47 1.52
61 H 0.92 0.99 4.44
62 H 4.10 4.51 -4.13
63 S -3.61 -0.19 -2.42
64 S -4.14 -3.09 1.10
65 F -0.83 1.34 -2.03
66 H -1.22 4.55 6.16
67 S 4.84 -1.28 -2.19
68 H 2.44 -5.91 2.79
69 H -7.47 4.94 -0.06
70 H -6.25 -3.32 3.04
71 H -3.40 0.89 2.82
72 H -5.92 -0.72 3.70
73 H 1.77 3.28 -6.32
74 H 3.54 -4.51 7.01
75 C -5.61 -2.34 0.16
76 O -2.90 -2.57 0.61
77 S 1.09 -0.31 -1.09
78 O 1.89 -5.96 5.67
79 C 2.71 3.34 1.57
80 C 7.03 0.91 0.34
81 H 2.87 3.53 2.63
82 H 0.32 4.08 -11.37
83 C 0.31 1.83 6.38
84 H 2.75 4.86 -3.19
85 S 4.51 -3.94 1.32
86 O -1.05 2.04 6.09
87 O -3.47 2.41 6.39
88 F 0.08 -2.70 1.79
89 O -0.89 -3.24 -3.14
90 C -0.90 -1.45 -6.81
91 H -3.79 0.44 -5.38
92 C 3.83 4.72 -3.09
93 H 1.81 1.55 -6.65
94 H 3.50 -6.39 1.51
95 O -7.17 1.99 -0.12
96 H 0.29 -1.94 7.09
97 O 0.25 -4.09 6.30
98 C 6.25 -2.31 -3.04
99 H -6.02 4.53 -0.58
100 C -1.63 -2.61 6.68
101 H -5.05 -1.40 5.14
102 F 0.27 -1.14 3.36
103 C -6.54 4.55 0.37
104 O -4.35 -2.39 2.60
105 H -3.26 1.62 -0.88
106 H 3.78 -7.95 3.30
107 H 0.06 -1.62 -7.29
108 O 0.42 0.88 1.52
109 C 0.98 4.62 -10.69
110 O 4.88 -4.84 0.23
111 C -1.74 4.37 7.10
112 H 5.27 -6.87 3.56
113 H 0.79 1.99 -5.44
114 H -5.17 3.58 3.17
115 H 0.01 -2.10 5.49
116 C -3.67 1.21 -4.62
117 H -4.70 1.89 -1.67
118 C -5.14 2.53 2.91
119 H -6.10 -3.17 -0.35
120 C 4.18 -6.96 3.48
121 H 5.93 -2.95 -3.86
122 O -1.05 4.74 -9.01
123 C 1.15 2.39 -6.39
124 C -4.14 1.07 -1.21
125 S -6.91 2.86 1.07
126 C 2.67 -3.85 7.04
127 O 1.58 -0.99 -2.34
128 O -7.84 3.01 2.22
129 H -2.25 2.75 -4.47
130 S -0.06 -3.41 -4.33
131 H -1.43 -2.40 -6.78
132 H -3.29 2.08 4.00
133 O 3.78 -2.22 -1.74
134 H 8.04 0.51 0.44
135 C -5.36 -2.86 3.46
136 O 5.29 3.71 0.60
137 H -4.92 -3.62 4.11
138 F -1.64 -1.94 2.65
139 H 1.45 -4.79 -3.20
140 H -1.75 -2.80 7.75
141 H -6.16 5.23 1.13
142 H -5.85 2.07 3.60
143 C 6.49 0.46 -1.03
144 H -2.07 1.78 -6.04
145 H 2.37 -2.92 1.99
146 H 2.93 -2.80 6.92
147 H 5.92 1.29 -1.44
148 O 1.20 5.47 -8.12
149 H 7.06 -1.58 -3.10
150 F 1.24 1.98 -2.67
151 O -4.34 -4.55 1.27
152 O 5.37 -2.83 1.76
153 H 2.00 4.24 -10.62
154 S -0.47 -0.21 1.02
155 H -2.06 -3.41 6.08
156 S 1.70 -4.51 5.72
157 H -6.67 -1.81 4.89
158 H -1.52 -1.26 -4.73
159 O 4.11 -4.80 2.73
160 C 1.65 -3.95 -3.86
161 S 3.91 4.17 0.48
162 C 1.22 1.79 5.12
163 H -0.80 3.02 -7.22
164 C -3.68 1.93 2.99
165 H -4.69 0.55 -0.43
166 H -0.30 -0.06 -5.29

No. 2
Entry from the OMol25 dataset: 8 unconnected molecules or ions with the total composition C32H80O16 (ωB97M-V/def2-TZVPD).

## Properties
- HOMO energy: -9.397 eV
- SMILES: COCCOC.COCCOC.COCCOC.COCCOC.COCCOC.COCCOC.COCCOC.COCCOC
- Total charge: 0
- Frontier orbital gap: 9.763 eV
- Energy relative to the best compared isomer or geometry (same formula, charge and spin): 6.2564 eV

CARTESIAN COORDINATES (ANGSTROEM)
1 H -7.42 14.70 -19.11
2 C -18.19 20.84 -9.45
3 H -18.34 20.52 -1.43
4 H -10.45 13.95 -17.59
5 H -1.29 21.04 -14.70
6 H -8.01 9.61 -12.72
7 H -16.14 21.89 -7.60
8 C -13.47 21.21 -22.29
9 H -22.54 14.32 -7.37
10 C -21.08 13.97 -8.90
11 O -9.30 16.75 -12.43
12 H -9.52 15.46 -17.46
13 H -7.97 17.12 -13.81
14 C -7.85 14.46 -21.24
15 O 1.97 18.34 -13.67
16 C -22.42 14.60 -8.42
17 H -16.88 22.98 -8.71
18 O -12.11 21.24 -21.79
19 H -17.07 17.04 -0.48
20 H -8.19 11.22 -12.06
21 C -24.82 14.79 -8.60
22 O -7.37 10.06 -10.69
23 H -14.21 15.54 -13.01
24 C -9.49 14.42 -17.77
25 H -9.46 10.15 -10.30
26 H -20.60 14.50 -12.06
27 H -10.66 22.55 -17.65
28 O -5.17 10.04 -12.12
29 H -8.41 16.01 -19.78
30 H -3.99 9.58 -13.78
31 C -0.92 20.69 -13.73
32 H 1.04 17.43 -12.07
33 C -10.38 17.46 -11.84
34 H 3.39 19.08 -12.61
35 C -18.37 19.98 -0.48
36 H -8.54 9.55 -9.04
37 H 0.89 19.25 -12.07
38 H -14.05 21.52 -21.42
39 H -7.11 15.20 -21.56
40 O -16.87 17.19 -3.05
41 H -19.37 20.24 -0.12
42 O -23.59 14.14 -9.10
43 H -22.21 15.67 -8.44
44 H -10.87 18.15 -12.52
45 H -13.73 20.27 -22.78
46 H -10.74 19.81 -21.28
47 H -9.45 15.12 -24.04
48 H -25.53 14.58 -9.40
49 H -11.94 16.53 -10.56
50 H -11.31 21.02 -17.28
51 C -16.59 17.32 -4.48
52 H -6.14 10.98 -13.73
53 C -8.28 17.62 -12.89
54 H -17.53 17.56 -4.97
55 H -15.80 18.04 -4.72
56 H -25.15 14.28 -7.69
57 C -11.47 21.88 -17.93
58 O -12.40 16.20 -12.55
59 O -8.91 14.46 -22.21
60 H -16.88 19.22 -2.58
61 H -12.39 22.46 -18.00
62 C 0.92 18.33 -12.66
63 H -6.11 11.93 -12.24
64 C -17.11 22.33 -7.86
65 H -16.18 16.41 -4.92
66 H -7.73 15.39 -23.74
67 C -17.03 18.10 -0.73
68 O -18.35 24.29 -7.24
69 C -8.60 9.50 -10.12
70 H -17.98 25.59 -5.72
71 H -17.83 22.86 -5.81
72 O -0.78 19.26 -14.19
73 C -6.21 10.92 -12.64
74 H -16.33 18.44 0.04
75 C -3.97 10.19 -12.88
76 C -0.55 18.33 -13.11
77 H -10.96 15.36 -11.37
78 O -11.37 21.47 -19.29
79 H -19.64 24.90 -5.59
80 H -21.13 12.88 -8.99
81 H -0.07 21.31 -13.44
82 C -8.56 14.70 -23.57
83 C 3.28 18.18 -13.21
84 C -17.44 23.30 -6.72
85 C -18.86 25.24 -6.27
86 H -15.43 18.45 -2.42
87 H -8.91 8.49 -10.37
88 H -8.51 18.63 -13.23
89 C -11.78 20.06 -21.07
90 H -4.02 11.21 -13.25
91 H -12.39 19.22 -21.41
92 H -16.52 23.87 -6.53
93 H -21.98 13.81 -11.27
94 O -18.38 18.56 -0.61
95 H -8.46 13.70 -23.99
96 H -17.78 20.37 0.35
97 H -20.50 14.29 -8.04
98 H -7.41 17.60 -12.23
99 C -13.40 15.21 -12.35
100 C -21.24 14.60 -11.18
101 H -13.78 15.16 -11.34
102 C -11.41 16.35 -11.50
103 O -20.44 14.48 -10.11
104 H -1.80 20.78 -13.09
105 C -16.49 18.28 -2.22
106 O -18.12 21.31 -8.16
107 H -7.44 13.45 -21.27
108 C -7.51 10.38 -12.12
109 H -17.81 21.52 -10.21
110 C -8.23 14.93 -19.79
111 H -1.20 18.70 -12.31
112 H -8.69 13.88 -17.26
113 H -24.62 15.84 -8.40
114 C -12.02 20.31 -19.58
115 H 3.44 17.24 -12.67
116 H -13.66 21.93 -23.09
117 H 4.03 18.09 -13.99
118 H -21.66 15.59 -11.32
119 H -17.56 19.95 -9.44
120 H -0.90 17.36 -13.47
121 H -19.21 20.69 -9.82
122 H -11.63 19.52 -18.94
123 H -10.15 18.02 -10.93
124 H -13.10 20.29 -19.39
125 H -12.87 14.33 -12.71
126 H -19.25 26.09 -6.82
127 H -3.04 10.14 -12.30
128 O -9.29 14.16 -19.22

No. 3
Entry from the OMol25 dataset: 9 unconnected molecules or ions with the total composition C32H81NO8P (ωB97M-V/def2-TZVPD).

## Properties
- HOMO energy: -11.221 eV
- Total charge: +1
- Frontier orbital gap: 7.490 eV

CARTESIAN COORDINATES (ANGSTROEM)
1 O 0.10 -1.82 -0.62
2 H 0.08 4.02 1.82
3 C 2.52 1.65 0.00
4 P 0.74 1.65 -0.62
5 C -0.21 1.28 0.90
6 C -1.15 -2.41 -1.00
7 H -1.98 -2.30 0.99
8 H 3.86 -1.81 10.10
9 H -6.78 0.48 -6.13
10 H 3.04 -0.44 10.86
11 O -0.12 4.95 1.90
12 H -3.04 1.74 7.46
13 O 0.06 1.85 6.12
14 H -6.90 -1.20 -4.27
15 H -0.30 3.49 4.18
16 C -0.46 1.60 8.48
17 O 1.82 -0.92 8.54
18 H -3.14 -4.27 -9.31
19 H 0.70 -3.34 8.73
20 H -1.24 6.17 3.03
21 C -0.95 -3.39 -2.14
22 H -2.16 1.01 -4.13
23 C 4.62 1.24 -1.03
24 H -5.34 -1.49 -7.50
25 H 0.19 0.57 -4.89
26 H -2.58 1.89 5.75
27 O -2.73 -0.90 -4.06
28 C 2.81 2.42 1.32
29 H 6.19 -1.18 3.16
30 N 4.37 0.22 -0.31
31 H 3.91 4.02 2.25
32 C 3.54 3.77 1.25
33 H -1.19 1.84 9.26
34 C -2.26 0.26 -6.14
35 C -2.26 1.51 6.72
36 C -6.60 -0.57 -6.33
37 H -1.68 1.06 -6.60
38 H 5.05 -0.50 -0.07
39 H -2.23 3.34 2.47
40 H 2.95 1.83 -2.15
41 H -1.95 -2.48 -10.62
42 O -4.81 -3.22 -8.98
43 H 0.21 0.90 6.09
44 H -3.13 4.56 3.37
45 H -8.67 -1.17 -6.17
46 H 1.28 4.08 -0.45
47 H -1.26 1.21 0.60
48 C 9.22 -1.58 1.54
49 H 0.50 2.04 8.75
50 H -5.35 -2.56 -9.42
51 C -6.13 -1.25 -5.04
52 H -4.79 -4.94 -11.03
53 H -2.05 -0.67 -6.68
54 H 0.67 -2.52 -0.29
55 H 7.65 -2.90 2.15
56 H -3.39 -1.47 -10.50
57 H -3.33 -4.31 -11.82
58 C 7.77 -1.86 1.86
59 H 2.45 -3.56 8.81
60 O -5.55 -0.57 -7.30
61 H -5.91 -2.30 -5.24
62 H -1.75 -1.57 -1.36
63 H -1.91 -3.78 -2.48
64 H 3.64 3.16 -1.23
65 C -1.84 -3.04 0.20
66 C 1.57 -3.20 9.36
67 C 3.41 2.10 -1.18
68 C 0.50 3.46 -0.90
69 H 0.48 3.65 -1.97
70 H 3.37 1.77 1.99
71 H -2.18 0.42 6.65
72 H -0.18 -1.15 -4.97
73 H -2.50 -1.90 -9.04
74 C -4.18 -4.05 -11.18
75 C -1.08 5.09 2.96
76 H 7.14 -0.85 0.33
77 H 1.86 2.59 1.82
78 H 2.41 -0.48 -0.55
79 C 2.95 0.18 0.14
80 H 2.61 -1.19 8.05
81 H 0.07 0.28 1.24
82 C -0.93 2.10 7.13
83 C -2.83 -2.27 -10.01
84 C -3.70 -3.50 -9.84
85 H -1.01 3.19 7.15
86 H -4.78 -3.30 -11.70
87 C -7.85 -1.21 -6.89
88 O 6.96 -1.74 0.67
89 H 5.60 1.40 -1.47
90 H 0.84 -1.38 10.23
91 C 2.95 -1.50 10.61
92 C -1.91 0.10 -4.67
93 H -0.12 1.98 1.73
94 C 7.23 -0.95 2.95
95 H -0.44 3.81 -0.47
96 H 0.43 5.06 4.50
97 H 1.46 -3.81 10.25
98 H 9.58 -2.25 0.75
99 H -2.58 -1.73 -4.52
100 H -3.32 0.48 -6.27
101 H -2.78 4.81 1.66
102 H -1.23 -3.86 0.60
103 H 9.85 -1.72 2.42
104 C -0.44 -0.22 -4.46
105 H -0.21 -0.32 -3.40
106 H -0.47 -2.88 -2.97
107 C -2.38 4.41 2.59
108 H 7.80 -1.07 3.87
109 H -0.33 -4.24 -1.84
110 H -0.33 0.52 8.44
111 H 2.87 -2.07 11.54
112 H 4.41 3.75 0.59
113 H 2.89 -0.24 1.14
114 C -0.50 4.56 4.26
115 H -7.67 -2.27 -7.12
116 H -2.81 -3.45 -0.07
117 H -5.22 -0.77 -4.67
118 H 7.31 0.10 2.65
119 H -8.17 -0.71 -7.80
120 H -1.20 4.70 5.08
121 H 2.89 4.58 0.94
122 C 1.74 -1.73 9.72
123 H 9.35 -0.55 1.20

| no. | E (eV) |
| --- | --- |
| 1 | -255137.2053 |
| 2 | -67225.0633 |
| 3 | -61650.4559 |